Below is a cluster of 10 separate species, C13H47N15O10 in total at a distorted geometry, with properties calculated with ωB97M-V with the def2-TZVPD basis set.

ORCA input file:
```
! wB97M-V def2-TZVPD RIJCOSX def2/J DEFGRID3
* xyz 0 1
C 20.045 -16.506 -2.136
O 20.409 -17.791 -2.631
C 20.978 -17.852 -3.950
C 22.271 -17.078 -4.053
C 22.948 -17.304 -5.423
N 23.259 -17.528 -3.021
H 20.871 -15.849 -1.858
H 19.348 -16.692 -1.319
H 19.466 -15.926 -2.862
H 21.096 -18.909 -4.197
H 20.214 -17.518 -4.658
H 22.090 -16.012 -3.896
H 22.318 -17.098 -6.291
H 23.089 -18.384 -5.522
H 23.852 -16.708 -5.512
H 23.865 -18.161 -3.538
H 22.712 -18.213 -2.499
N 12.837 -20.276 0.071
C 13.991 -19.567 0.167
N 14.142 -18.713 -0.869
O 14.882 -19.750 0.992
H 12.376 -20.227 -0.818
H 12.586 -21.019 0.697
H 15.011 -18.213 -0.980
H 13.447 -18.489 -1.558
N 17.853 -23.842 -0.887
C 18.675 -23.314 -1.842
N 19.789 -22.770 -1.262
O 18.682 -23.630 -3.021
H 17.113 -24.356 -1.334
H 17.874 -23.397 0.019
H 20.620 -22.587 -1.799
H 19.980 -22.493 -0.314
N 14.802 -16.575 2.332
C 15.971 -16.926 2.952
N 16.475 -18.076 2.462
O 16.535 -16.243 3.805
H 14.507 -17.211 1.617
H 14.325 -15.815 2.787
H 15.877 -18.836 2.129
H 17.463 -18.266 2.507
N 21.441 -18.043 0.892
C 20.569 -17.903 1.928
N 20.777 -16.824 2.717
O 19.598 -18.621 2.190
H 21.384 -18.813 0.252
H 21.904 -17.180 0.668
H 20.067 -16.675 3.416
H 21.274 -16.027 2.356
N 14.696 -22.184 -2.271
C 13.894 -21.888 -3.335
N 12.940 -22.863 -3.478
O 14.057 -20.935 -4.093
H 14.550 -23.054 -1.807
H 15.519 -21.602 -2.259
H 12.281 -22.724 -4.226
H 12.863 -23.579 -2.788
N 16.477 -19.374 -4.005
C 16.586 -18.355 -4.910
N 15.388 -18.038 -5.463
O 17.633 -17.990 -5.459
H 17.201 -19.599 -3.324
H 15.507 -19.600 -3.848
H 14.574 -18.235 -4.909
H 15.354 -17.443 -6.269
N 19.139 -22.372 2.237
C 18.122 -23.249 2.445
N 18.380 -24.117 3.466
O 17.052 -23.162 1.852
H 19.884 -22.210 2.889
H 18.706 -21.575 1.779
H 19.173 -24.010 4.072
H 17.995 -25.045 3.499
C 16.059 -16.355 -1.777
O 16.366 -14.989 -2.001
H 15.292 -16.611 -2.510
H 16.922 -17.017 -1.896
H 15.643 -16.441 -0.768
H 16.976 -14.773 -1.287
C 17.888 -19.503 -0.530
O 18.182 -19.306 -1.940
H 18.822 -19.416 0.021
H 17.103 -18.764 -0.386
H 17.559 -20.537 -0.402
H 19.054 -18.892 -1.896
*
```

Output
- Orbital gap: 9.1 eV
- SMILES: COC[C@H](C)N.NC(N)=O.NC(N)=O.NC(N)=O.NC(N)=O.NC(N)=O.NC(N)=O.NC(N)=O.CO.CO
- Energy above the lowest of the compared OMol25 structures with the same formula, charge and spin: 1.120 eV
- E_tot: -57074.390 eV

Here are the Löwdin charges for atoms 1 to 5, given in e: -0.09, -0.24, -0.18, -0.43, -0.06


Below is a cluster of 12 separate species, C13H49N22O19PS in total at a distorted geometry, with properties calculated with ωB97M-V with the def2-TZVPD basis set.

ORCA input file:
```
! wB97M-V def2-TZVPD RIJCOSX def2/J DEFGRID3
* xyz 0 1
C -2.374 0.583 5.709
S -3.634 -0.761 5.333
O -5.003 -0.008 5.108
O -3.826 -1.612 6.610
O -3.332 -1.647 3.909
C -1.948 -2.141 3.836
O -1.216 -2.600 4.865
O -1.328 -2.183 2.471
P 0.045 -1.116 2.377
O 0.236 -0.214 3.662
O -0.185 -0.149 0.908
O 1.583 -1.968 2.154
H -1.868 0.958 4.722
H -1.577 0.194 6.505
H -2.974 1.439 6.283
H -0.531 -0.790 0.197
H 2.044 -1.923 3.052
N -4.390 -5.249 0.592
C -3.927 -4.551 1.645
N -4.460 -3.324 1.780
O -3.090 -4.996 2.414
H -5.079 -4.899 -0.053
H -4.015 -6.178 0.453
H -4.139 -2.766 2.560
H -5.151 -2.940 1.157
N -1.635 -2.729 -3.228
C -1.745 -2.410 -1.926
N -2.100 -3.433 -1.128
O -1.539 -1.283 -1.503
H -1.801 -3.651 -3.595
H -1.370 -1.988 -3.863
H -2.193 -3.236 -0.140
H -2.274 -4.367 -1.458
N -3.602 1.227 -3.002
C -4.760 0.612 -3.300
N -4.691 -0.732 -3.315
O -5.791 1.222 -3.537
H -2.743 0.742 -2.804
H -3.610 2.239 -2.981
H -5.542 -1.234 -3.534
H -3.852 -1.252 -3.122
N -2.981 6.171 -4.822
C -3.072 4.840 -4.651
N -3.126 4.132 -5.794
O -3.102 4.316 -3.548
H -2.955 6.621 -5.721
H -2.938 6.741 -3.987
H -3.194 3.127 -5.710
H -3.102 4.546 -6.711
N 3.322 3.214 4.760
C 2.727 2.046 4.458
N 1.382 2.083 4.474
O 3.356 1.034 4.192
H 2.821 4.058 4.981
H 4.333 3.229 4.759
H 0.895 1.224 4.253
H 0.846 2.906 4.691
N -6.971 -1.895 -7.715
C -6.507 -1.198 -6.662
N -7.041 0.030 -6.526
O -5.670 -1.642 -5.892
H -7.659 -1.546 -8.359
H -6.595 -2.824 -7.853
H -6.719 0.588 -5.746
H -7.731 0.413 -7.149
N 2.504 -1.753 -3.799
C 1.528 -1.150 -4.502
N 1.962 -0.409 -5.537
O 0.345 -1.266 -4.224
H 3.483 -1.669 -4.013
H 2.220 -2.320 -3.011
H 1.260 0.062 -6.093
H 2.932 -0.301 -5.782
N 0.636 -1.688 8.628
C 0.252 -0.406 8.769
N 0.126 0.001 10.045
O 0.036 0.327 7.817
H 0.819 -2.307 9.399
H 0.743 -2.035 7.683
H -0.161 0.960 10.196
H 0.300 -0.588 10.842
N 5.166 1.609 -2.291
C 5.285 0.762 -3.330
N 5.593 1.352 -4.499
O 5.125 -0.443 -3.220
H 5.294 2.605 -2.362
H 4.934 1.206 -1.393
H 5.692 0.750 -5.306
H 5.729 2.343 -4.609
N 5.882 6.542 3.126
C 5.792 5.210 3.297
N 5.738 4.503 2.154
O 5.761 4.687 4.400
H 5.908 6.991 2.227
H 5.925 7.111 3.961
H 5.669 3.497 2.238
H 5.762 4.916 1.237
N 8.078 -3.427 -0.127
C 7.102 -2.824 -0.830
N 7.536 -2.083 -1.865
O 5.919 -2.941 -0.552
H 9.057 -3.344 -0.341
H 7.794 -3.995 0.661
H 6.834 -1.612 -2.421
H 8.506 -1.975 -2.110
*
```

Output
- Orbital gap: 8.2 eV
- SMILES: CS(=O)(=O)OC(=O)OP(=O)(O)O.NC(N)=O.NC(N)=O.NC(N)=O.NC(N)=O.NC(N)=O.NC(N)=O.NC(N)=O.NC(N)=O.NC(N)=O.NC(N)=O.NC(N)=O
- E_tot: -106093.786 eV

Here are the Löwdin charges for atoms 1 to 5, given in e: -0.12, 0.83, -0.38, -0.34, -0.20


Below is a structure of composition C13H4Cl5I2MoO2 at a distorted geometry, with properties calculated with ωB97M-V with the def2-TZVPD basis set.

ORCA input file:
```
! wB97M-V def2-TZVPD RIJCOSX def2/J DEFGRID3
* xyz 1 3
Mo 0.408 1.823 -0.298
Cl -0.778 -1.729 -0.913
C -1.605 -0.410 -1.616
C -1.144 0.879 -1.335
C -1.891 1.936 -1.872
Cl -1.294 3.461 -1.279
C -2.989 1.796 -2.700
Cl -3.818 3.154 -3.329
C -3.408 0.476 -2.983
Cl -4.771 0.220 -3.960
C -2.727 -0.620 -2.428
Cl -3.270 -2.211 -2.734
I 3.359 -4.275 0.896
C 2.553 -2.425 1.479
C 2.257 -1.475 0.501
C 1.701 -0.280 0.898
C 1.419 -0.010 2.232
C 1.751 -0.955 3.203
C 2.324 -2.154 2.824
C 0.699 1.243 2.617
O 0.446 1.563 3.738
O 0.324 1.960 1.541
H 2.462 -1.683 -0.537
H 1.557 0.534 0.100
H 1.550 -0.735 4.241
H 2.585 -2.883 3.573
I 2.301 2.801 -1.860
*
```

Output
- <S²>: 2.022
- Orbital gap (alpha / beta): 6.2 / 6.4 eV
- E_tot: -98302.126 eV

Here are the natural (NBO) charges for atoms 1 to 5, given in e: 1.21, 0.09, -0.04, -0.34, -0.06


Question: What is the formula in the second record?
Answer: C13H49N22O19PS


Question: Which of these has the lowest E_tot?
Answer: C13H49N22O19PS


Question: The lowest E_tot belongs to which entry?
Answer: C13H49N22O19PS


Question: Among the records above, which one has the lowest E_tot?
Answer: C13H49N22O19PS